This record from the Open Molecules 2025 dataset describes C34H58KN2O4PS2Si as an isolated structure. The level of theory is wB97M-V/def2-TZVPD.

Results
- Total charge: -2
- Strongest force on any atom: 0.45 eV Å⁻¹
- E_tot: -102540.2926 eV
- Gap between HOMO and LUMO: 5.7 eV

Cartesian coordinates (Å):
K (-1.838, 1.160, 0.387)
C (4.025, 1.347, 1.472)
C (2.625, 0.748, 1.352)
C (1.891, 0.901, 2.693)
P (1.428, 1.327, 0.033)
C (1.939, 0.393, -1.499)
C (1.078, 0.922, -2.651)
C (3.406, 0.324, -1.909)
C (1.794, 3.074, -0.347)
C (3.069, 3.534, -0.688)
C (3.355, 4.846, -1.034)
C (4.759, 5.300, -1.350)
C (2.275, 5.737, -1.050)
C (0.999, 5.330, -0.742)
C (0.674, 3.977, -0.380)
N (-0.580, 3.577, -0.140)
C (-1.611, 4.513, -0.129)
C (-1.851, 5.325, 0.995)
C (-0.895, 5.259, 2.154)
C (-2.986, 6.126, 1.040)
C (-3.908, 6.155, 0.004)
C (-5.192, 6.935, 0.121)
C (-3.656, 5.366, -1.112)
C (-2.533, 4.553, -1.195)
C (-2.304, 3.676, -2.396)
H (4.549, 0.876, 2.312)
H (3.968, 2.418, 1.672)
H (4.631, 1.200, 0.578)
H (2.703, -0.325, 1.139)
H (1.673, 1.956, 2.885)
H (2.506, 0.526, 3.518)
H (0.954, 0.344, 2.671)
H (1.591, -0.618, -1.258)
H (1.312, 1.971, -2.852)
H (0.018, 0.855, -2.399)
H (1.253, 0.346, -3.565)
H (3.787, 1.307, -2.192)
H (3.514, -0.337, -2.776)
H (4.031, -0.078, -1.108)
H (3.891, 2.829, -0.688)
H (5.382, 4.458, -1.661)
H (5.247, 5.766, -0.485)
H (4.766, 6.037, -2.158)
H (2.441, 6.776, -1.326)
H (0.187, 6.047, -0.795)
H (-0.823, 4.230, 2.518)
H (-1.221, 5.905, 2.972)
H (0.112, 5.554, 1.851)
H (-3.172, 6.725, 1.930)
H (-5.085, 7.775, 0.812)
H (-5.992, 6.289, 0.493)
H (-5.510, 7.327, -0.847)
H (-4.372, 5.359, -1.929)
H (-2.940, 3.982, -3.229)
H (-2.538, 2.633, -2.163)
H (-1.259, 3.708, -2.707)
O (-6.452, 2.865, 0.587)
S (-5.047, 2.527, 0.941)
N (-4.391, 1.331, 0.407)
C (-3.986, -4.427, -0.932)
C (-2.503, -4.320, -1.278)
C (-2.241, -3.024, -2.045)
C (-2.069, -5.520, -2.125)
O (-1.802, -4.373, -0.045)
Si (-0.352, -3.695, 0.407)
S (-0.301, -1.680, 0.702)
O (0.694, -4.243, -0.770)
C (2.102, -4.398, -0.740)
C (2.405, -5.859, -0.390)
C (2.596, -4.077, -2.150)
C (2.786, -3.474, 0.267)
O (0.076, -4.619, 1.736)
C (-0.669, -4.933, 2.902)
C (-1.660, -3.835, 3.289)
C (0.359, -5.114, 4.019)
C (-1.416, -6.247, 2.659)
H (-4.600, -4.444, -1.835)
H (-4.278, -3.570, -0.323)
H (-4.166, -5.341, -0.360)
H (-2.811, -3.025, -2.978)
H (-1.178, -2.933, -2.276)
H (-2.535, -2.160, -1.450)
H (-2.615, -5.552, -3.071)
H (-2.251, -6.447, -1.575)
H (-0.999, -5.440, -2.325)
H (1.918, -6.519, -1.112)
H (2.006, -6.074, 0.603)
H (3.482, -6.048, -0.402)
H (2.090, -4.722, -2.872)
H (3.676, -4.227, -2.231)
H (2.361, -3.038, -2.390)
H (2.433, -3.695, 1.276)
H (2.547, -2.433, 0.047)
H (3.869, -3.612, 0.224)
H (-1.140, -2.886, 3.422)
H (-2.174, -4.105, 4.215)
H (-2.398, -3.698, 2.497)
H (0.891, -4.174, 4.179)
H (1.085, -5.878, 3.732)
H (-0.126, -5.414, 4.952)
H (-2.114, -6.111, 1.832)
H (-1.963, -6.553, 3.555)
H (-0.706, -7.031, 2.388)

---

This record from the Open Molecules 2025 dataset describes a 7-piece molecular cluster, C34H58NO12S overall. The level of theory is wB97M-V/def2-TZVPD.

Results
- Total charge: +1
- Strongest force on any atom: 0.72 eV Å⁻¹
- E_tot: -73089.3307 eV
- Gap between HOMO and LUMO: 9.1 eV

Cartesian coordinates (Å):
C (5.287, -2.828, -0.487)
C (4.051, -1.959, -0.268)
C (4.299, -0.497, -0.642)
C (3.195, 0.446, -0.157)
C (1.954, 0.424, -1.068)
C (0.645, 0.532, -0.284)
C (-0.510, 1.082, -1.122)
S (-1.568, -0.161, -1.885)
C (-2.572, -0.846, -0.545)
C (-1.930, -2.053, 0.142)
C (-1.595, -1.911, 1.603)
N (-1.699, -3.138, -0.464)
H (6.031, -2.674, 0.293)
H (5.012, -3.885, -0.458)
H (5.737, -2.643, -1.465)
H (3.209, -2.354, -0.849)
H (3.753, -2.001, 0.787)
H (5.255, -0.182, -0.215)
H (4.368, -0.416, -1.733)
H (2.919, 0.170, 0.867)
H (3.574, 1.469, -0.121)
H (2.004, 1.303, -1.719)
H (1.965, -0.458, -1.717)
H (0.377, -0.424, 0.176)
H (0.791, 1.240, 0.536)
H (-1.201, 1.693, -0.535)
H (-0.159, 1.694, -1.955)
H (-0.735, -1.209, -2.116)
H (-3.516, -1.127, -1.014)
H (-2.754, -0.018, 0.140)
H (-0.722, -2.517, 1.839)
H (-1.397, -0.873, 1.879)
H (-2.436, -2.259, 2.207)
H (-1.986, -3.142, -1.445)
O (2.698, 3.205, 2.314)
C (1.693, 2.976, 2.916)
O (0.469, 2.980, 2.312)
C (-0.565, 2.760, 3.294)
C (0.124, 2.061, 4.460)
C (1.523, 2.659, 4.387)
H (-0.950, 3.727, 3.610)
H (-1.351, 2.165, 2.829)
H (-0.385, 2.233, 5.405)
H (0.170, 0.983, 4.285)
H (1.598, 3.599, 4.938)
H (2.316, 1.992, 4.715)
O (0.274, -2.535, -3.746)
C (-0.573, -3.093, -4.392)
O (-1.874, -2.767, -4.188)
C (-2.745, -3.612, -4.971)
C (-1.857, -4.120, -6.103)
C (-0.480, -4.169, -5.440)
H (-3.103, -4.420, -4.328)
H (-3.593, -3.017, -5.301)
H (-2.181, -5.072, -6.510)
H (-1.844, -3.395, -6.917)
H (-0.293, -5.119, -4.934)
H (0.348, -3.978, -6.117)
O (7.931, -3.903, 1.256)
C (7.358, -4.662, 1.979)
O (6.088, -4.436, 2.411)
C (5.689, -5.465, 3.333)
C (6.591, -6.656, 3.029)
C (7.867, -5.963, 2.568)
H (5.835, -5.089, 4.348)
H (4.631, -5.661, 3.177)
H (6.719, -7.315, 3.885)
H (6.170, -7.240, 2.210)
H (8.534, -5.717, 3.397)
H (8.432, -6.511, 1.819)
O (0.920, -5.701, -7.974)
C (0.139, -6.286, -8.667)
O (-1.197, -6.061, -8.566)
C (-1.926, -6.955, -9.430)
C (-0.920, -7.379, -10.496)
C (0.393, -7.343, -9.720)
H (-2.274, -7.800, -8.832)
H (-2.786, -6.418, -9.822)
H (-1.156, -8.345, -10.935)
H (-0.897, -6.638, -11.296)
H (0.600, -8.284, -9.206)
H (1.261, -7.074, -10.315)
O (-0.850, 5.473, 5.028)
C (-1.222, 6.479, 4.487)
O (-0.631, 6.938, 3.366)
C (-1.198, 8.212, 2.989)
C (-2.572, 8.248, 3.646)
C (-2.333, 7.421, 4.903)
H (-0.539, 8.996, 3.367)
H (-1.218, 8.263, 1.903)
H (-2.929, 9.256, 3.836)
H (-3.300, 7.747, 3.006)
H (-1.967, 8.029, 5.733)
H (-3.194, 6.852, 5.245)
O (-4.539, 10.099, 5.304)
C (-5.561, 9.485, 5.213)
O (-6.090, 9.146, 4.011)
C (-7.369, 8.510, 4.189)
C (-7.350, 7.965, 5.613)
C (-6.466, 8.986, 6.322)
H (-8.147, 9.263, 4.045)
H (-7.472, 7.746, 3.423)
H (-8.345, 7.861, 6.038)
H (-6.870, 6.985, 5.628)
H (-7.034, 9.840, 6.696)
H (-5.870, 8.582, 7.136)

---

This record from the Open Molecules 2025 dataset describes C34H59ClN2O2PtSi as an isolated structure in a non-equilibrium geometry. The level of theory is wB97M-V/def2-TZVPD.

Results
- Multiplicity: 3
- Strongest force on any atom: 3.45 eV Å⁻¹
- E_tot: -66933.4157 eV
- Gap between HOMO and LUMO (alpha / beta): 6.7 / 7.4 eV
- Energy above the lowest of the compared OMol25 structures with the same formula, charge and spin: 0.00 kJ/mol

Cartesian coordinates (Å):
O (1.203, -2.305, -0.422)
O (-1.970, -2.273, -4.698)
C (2.343, -2.450, -1.296)
C (3.226, -3.489, -0.662)
H (2.870, -1.464, -1.353)
H (2.017, -2.638, -2.325)
H (3.567, -3.160, 0.320)
H (4.082, -3.640, -1.323)
H (2.626, -4.389, -0.585)
C (0.142, -3.273, -0.716)
C (0.184, -4.033, -2.054)
H (-0.813, -2.765, -0.579)
H (0.255, -3.906, 0.159)
H (-0.044, -3.359, -2.878)
H (-0.609, -4.793, -1.967)
H (1.147, -4.510, -2.163)
C (-3.011, -1.785, -3.869)
C (-1.281, -1.251, -5.401)
C (-3.831, -2.992, -3.445)
H (-3.663, -1.040, -4.390)
H (-2.541, -1.277, -2.999)
H (-4.123, -3.556, -4.327)
H (-4.721, -2.698, -2.901)
H (-3.219, -3.639, -2.813)
C (-0.885, -1.763, -6.778)
H (-0.377, -1.016, -4.800)
H (-1.882, -0.319, -5.512)
H (-0.303, -2.681, -6.682)
H (-0.298, -1.014, -7.301)
H (-1.780, -1.978, -7.351)
H (0.225, 0.269, -0.688)
N (1.574, 1.099, 2.127)
C (1.539, 2.366, 2.488)
C (0.406, 3.178, 2.337)
C (-0.917, 2.811, 2.135)
C (2.746, 2.941, 3.103)
H (3.636, 2.842, 2.463)
H (2.949, 2.499, 4.091)
H (2.553, 4.005, 3.252)
C (-2.010, 3.794, 2.352)
H (-2.467, 3.669, 3.342)
H (-2.790, 3.758, 1.580)
H (-1.556, 4.787, 2.335)
N (-1.244, 1.554, 1.887)
C (2.687, 0.244, 2.362)
C (3.659, 0.077, 1.355)
C (3.632, 0.936, 0.132)
C (4.664, -0.890, 1.555)
H (5.382, -1.058, 0.749)
C (4.724, -1.572, 2.764)
H (5.535, -2.333, 2.912)
C (3.841, -1.322, 3.774)
H (3.892, -1.848, 4.762)
C (2.821, -0.386, 3.627)
C (1.887, -0.107, 4.768)
C (-2.484, 0.979, 2.193)
C (-3.389, 0.679, 1.152)
C (-3.026, 0.943, -0.268)
C (-4.636, 0.193, 1.506)
H (-5.352, -0.014, 0.686)
C (-4.973, -0.013, 2.832)
H (-5.959, -0.414, 3.077)
C (-4.070, 0.276, 3.842)
H (-4.327, 0.112, 4.895)
C (-2.805, 0.787, 3.548)
C (-1.862, 1.126, 4.675)
Pt (0.091, 0.377, 1.106)
H (4.014, 0.397, -0.743)
H (4.244, 1.841, 0.260)
H (2.612, 1.262, -0.104)
H (1.522, 0.923, 4.791)
H (2.428, -0.291, 5.710)
H (1.027, -0.792, 4.777)
H (-3.608, 0.292, -0.933)
H (-1.962, 0.739, -0.479)
H (-3.229, 1.984, -0.554)
H (-0.817, 0.903, 4.436)
H (-2.130, 0.526, 5.555)
H (-1.931, 2.182, 4.970)
H (0.547, 4.200, 2.613)
C (0.433, 0.326, -1.833)
Si (0.344, 2.079, -2.147)
H (1.419, 0.050, -2.093)
H (-0.398, -0.218, -2.244)
C (1.555, 2.032, -3.617)
C (0.839, 3.501, -1.066)
C (-1.377, 2.394, -2.877)
H (-1.848, 1.456, -3.210)
H (-1.304, 3.054, -3.753)
H (-2.040, 2.882, -2.151)
H (2.545, 1.674, -3.302)
H (1.681, 3.030, -4.041)
H (1.198, 1.367, -4.415)
H (1.693, 3.249, -0.420)
H (0.003, 3.827, -0.431)
H (1.140, 4.374, -1.676)
Cl (-1.746, -2.031, 1.949)
C (-0.172, -1.263, 2.160)
H (-0.152, -0.810, 3.150)
H (0.581, -2.027, 2.020)

---

This record from the Open Molecules 2025 dataset describes C34H59ClN2O2SiSn as an isolated structure in a non-equilibrium geometry. The level of theory is wB97M-V/def2-TZVPD.

Results
- Strongest force on any atom: 4.46 eV Å⁻¹
- E_tot: -69515.0823 eV
- Gap between HOMO and LUMO (alpha / beta): 2.6 / 2.7 eV
- Energy above the lowest of the compared OMol25 structures with the same formula, charge and spin: 715.97 kJ/mol

Cartesian coordinates (Å):
O (1.660, -2.357, -1.766)
O (0.706, -0.796, -3.383)
C (2.894, -3.002, -1.337)
C (3.125, -3.066, 0.159)
H (3.694, -2.427, -1.783)
H (2.965, -4.048, -1.681)
H (2.830, -2.135, 0.635)
H (4.203, -3.210, 0.397)
H (2.654, -3.923, 0.673)
C (0.486, -3.136, -1.415)
C (0.251, -4.185, -2.474)
H (-0.310, -2.380, -1.273)
H (0.564, -3.481, -0.368)
H (0.138, -3.701, -3.444)
H (-0.617, -4.792, -2.204)
H (1.169, -4.783, -2.592)
C (-0.583, -0.388, -4.039)
C (1.794, -0.861, -4.374)
C (-1.765, -0.567, -3.151)
H (-0.687, -0.978, -4.958)
H (-0.436, 0.662, -4.346)
H (-1.935, -1.612, -2.843)
H (-2.697, -0.255, -3.632)
H (-1.683, 0.081, -2.261)
C (1.752, -2.213, -5.049)
H (2.732, -0.593, -3.868)
H (1.537, -0.024, -5.032)
H (1.902, -3.044, -4.356)
H (2.579, -2.262, -5.755)
H (0.820, -2.433, -5.588)
H (0.917, -1.420, -2.690)
N (-0.694, -0.350, 2.972)
C (-1.562, 0.110, 3.869)
C (-2.291, 1.300, 3.717)
C (-2.534, 2.088, 2.585)
C (-1.816, -0.721, 5.121)
H (-0.862, -1.023, 5.590)
H (-2.411, -1.618, 4.875)
H (-2.392, -0.114, 5.832)
C (-3.654, 3.089, 2.575)
H (-4.361, 2.825, 1.771)
H (-3.225, 4.095, 2.422)
H (-4.140, 3.006, 3.553)
N (-1.770, 2.029, 1.492)
C (-0.250, -1.692, 2.997)
C (1.020, -2.009, 3.528)
C (1.891, -0.946, 4.121)
C (1.505, -3.318, 3.446)
H (2.523, -3.543, 3.763)
C (0.714, -4.320, 2.867)
H (1.097, -5.323, 2.778)
C (-0.573, -4.027, 2.405)
H (-1.146, -4.807, 1.908)
C (-1.056, -2.716, 2.453)
C (-2.427, -2.407, 1.924)
C (-2.104, 2.766, 0.310)
C (-1.458, 4.008, 0.063)
C (-0.766, 4.745, 1.172)
C (-1.523, 4.558, -1.216)
H (-0.992, 5.502, -1.385)
C (-2.234, 3.924, -2.233)
H (-2.245, 4.362, -3.216)
C (-2.941, 2.762, -1.955)
H (-3.520, 2.255, -2.717)
C (-2.877, 2.156, -0.701)
C (-3.657, 0.914, -0.366)
Sn (0.276, 1.219, 1.454)
H (2.494, -0.415, 3.368)
H (2.605, -1.406, 4.820)
H (1.319, -0.187, 4.678)
H (-2.420, -1.527, 1.257)
H (-3.146, -2.220, 2.742)
H (-2.810, -3.253, 1.335)
H (0.003, 5.392, 0.759)
H (-0.287, 4.115, 1.923)
H (-1.457, 5.381, 1.713)
H (-4.290, 1.053, 0.520)
H (-2.993, 0.059, -0.175)
H (-4.291, 0.655, -1.218)
H (-2.922, 1.548, 4.552)
C (0.859, 0.502, -0.365)
Si (2.062, 1.642, -1.452)
H (-0.103, 0.432, -0.952)
H (1.384, -0.450, -0.104)
C (3.756, 0.928, -1.839)
C (2.398, 3.112, -0.221)
C (1.175, 2.423, -2.903)
H (1.329, 3.512, -2.969)
H (0.081, 2.291, -2.810)
H (1.480, 1.996, -3.873)
H (4.438, 1.134, -0.993)
H (4.179, 1.409, -2.744)
H (3.712, -0.160, -1.990)
H (2.990, 2.778, 0.650)
H (1.455, 3.575, 0.130)
H (2.970, 3.910, -0.738)
Cl (0.546, 2.797, 4.388)
C (1.362, 2.389, 2.921)
H (1.655, 3.317, 2.443)
H (2.259, 1.818, 3.173)